Record 1
Molecular formula: C32H34Cl4N7O2OsS2
Method: DFT, ωB97M-V with the def2-TZVPD basis set

XYZ file:
```
82
Properties=species:S:1:pos:R:3:forces:R:3:mulliken_charge:R:1
Os -0.28062 -0.48638 2.25896 -0.60 -0.20 -0.41 1.43
N 1.37727 -0.05699 3.48579 0.36 0.04 0.05 -0.67
N 2.67330 -0.08476 2.90916 -0.24 -0.06 -0.13 -0.36
C 2.86132 -0.76299 1.75901 -0.07 0.19 0.27 0.68
N 4.09288 -0.90831 1.31307 -0.07 -0.11 -0.12 -0.35
S 1.51193 -1.39418 0.93057 0.04 -0.05 0.06 -0.40
H 1.19242 0.90240 3.79249 0.01 -0.05 0.04 0.45
H 1.37529 -0.67013 4.30605 -0.03 0.08 -0.01 0.43
H 3.44204 0.25048 3.47645 -0.05 0.01 0.02 0.26
H 4.90786 -0.59636 1.82167 0.00 0.02 0.00 0.23
H 4.25298 -1.38170 0.43530 0.02 0.02 0.00 0.23
C -2.13616 1.86816 5.56093 0.03 0.00 -0.03 -1.43
C -2.05058 0.68604 4.65282 -0.11 -0.17 0.25 0.59
O -1.23440 0.70229 3.68776 0.00 0.16 -0.05 -0.69
N -2.82450 -0.35917 4.89050 0.11 0.04 -0.15 0.07
C -2.86359 -1.52616 4.01442 0.02 0.02 0.03 -1.60
C -1.70123 -2.48323 4.17112 -0.09 0.08 0.01 0.93
C -1.85322 -3.59328 4.98226 0.04 -0.08 0.01 -0.89
C -0.83039 -4.52474 5.09444 0.02 0.10 -0.07 -0.65
C 0.32579 -4.30880 4.36321 -0.09 0.03 0.03 -0.94
C 0.41321 -3.17456 3.57797 0.09 -0.05 -0.01 0.11
N -0.56368 -2.25620 3.47629 0.00 0.02 0.01 0.46
H -1.79177 2.75719 5.03935 -0.01 0.00 0.00 0.36
H -1.49078 1.70207 6.42687 0.01 0.00 -0.01 0.34
H -3.15043 2.02337 5.92397 -0.01 -0.01 0.01 0.46
H -3.47842 -0.30475 5.65864 0.01 0.01 0.00 0.32
H -2.93126 -1.16953 2.98558 -0.05 -0.04 0.08 0.19
H -3.78620 -2.06022 4.23088 -0.01 0.02 -0.01 0.68
H -2.78403 -3.73605 5.51476 -0.01 0.00 0.01 0.57
H -0.94217 -5.39772 5.72278 0.00 -0.01 0.01 0.47
H 1.15059 -5.00643 4.38731 0.01 0.00 0.00 0.52
H 1.29579 -3.00067 2.97704 -0.02 -0.01 0.03 0.34
Cl 3.42244 5.41635 -7.43342 -0.01 -0.01 0.02 -0.17
C 2.60641 4.67922 -6.10887 -0.14 0.11 -0.08 0.32
C 1.25688 4.92720 -5.90153 0.08 0.02 -0.04 -1.02
C 0.61577 4.30692 -4.84551 -0.02 0.07 -0.02 -0.29
C 1.28401 3.44446 -3.98455 0.11 -0.16 0.04 -0.01
C 0.51073 2.80057 -2.85303 -0.11 0.05 -0.02 -0.65
C 0.96645 3.41496 -1.53032 0.00 0.12 -0.06 -1.39
N 0.30348 2.79358 -0.38358 -0.02 0.13 0.06 0.23
C -0.80685 3.24545 0.27959 -0.05 0.01 0.00 -0.53
C -1.09357 2.31852 1.22755 -0.04 0.01 0.04 -0.59
N -0.16307 1.29480 1.14676 0.16 0.03 -0.05 0.09
C 0.65800 1.63027 0.14921 0.02 -0.17 0.08 -0.09
O 0.65321 1.40130 -2.72451 0.11 -0.06 0.08 0.09
C -0.15054 0.63077 -3.62560 -0.01 -0.17 0.04 -0.85
C 0.21970 0.76611 -5.06225 0.06 0.01 0.03 0.07
C -0.57380 1.34068 -6.00883 -0.02 0.02 -0.04 0.48
Cl -2.12697 2.03134 -5.75916 0.01 0.02 -0.02 -0.18
S 0.15071 1.36852 -7.55496 -0.06 0.07 -0.14 -0.13
C 1.55262 0.59643 -6.95544 -0.02 -0.02 0.17 -0.40
C 1.45451 0.32905 -5.62627 0.03 0.02 -0.09 -0.74
C 2.64448 3.23795 -4.21033 -0.11 -0.02 0.01 1.41
Cl 3.59390 2.17741 -3.19273 0.01 0.00 -0.01 -0.21
C 3.30787 3.83909 -5.26285 0.11 -0.05 0.06 -0.97
H 0.72104 5.59029 -6.56497 -0.01 0.00 -0.02 0.47
H -0.44201 4.48695 -4.69445 -0.02 -0.02 -0.02 0.44
H -0.55456 3.03342 -2.99754 0.04 0.02 -0.02 0.71
H 0.73875 4.47942 -1.52536 0.00 -0.02 0.04 0.22
H 2.03925 3.29213 -1.40667 0.01 -0.02 0.00 0.47
H -1.28551 4.17651 0.03078 -0.01 0.01 0.00 0.48
H -1.88365 2.32151 1.95487 -0.01 0.00 0.00 0.52
H 1.48122 1.05351 -0.22985 0.01 -0.02 -0.02 0.48
H -1.20380 0.88945 -3.48427 -0.03 0.01 0.00 0.60
H 0.00107 -0.40355 -3.30592 -0.02 0.03 0.04 0.22
H 2.37059 0.36981 -7.61877 0.01 0.00 -0.03 0.46
H 2.23859 -0.15124 -5.05898 0.01 -0.01 0.03 0.41
H 4.36067 3.65666 -5.42219 0.01 -0.01 -0.01 0.47
Cl -2.13155 -7.20376 -0.31795 -0.03 -0.14 -0.03 -0.11
C -1.88004 -5.54816 -0.05040 0.01 0.22 0.05 0.37
C -2.66692 -4.87489 0.89467 0.04 -0.17 -0.12 -1.15
C -2.45257 -3.54034 1.12329 0.17 0.17 0.05 0.03
C -1.46003 -2.83085 0.41428 -0.37 -0.62 0.05 0.92
C -1.17341 -1.45386 0.63567 0.87 0.19 -0.60 -1.29
C -0.71846 -3.52487 -0.57219 -0.17 0.30 0.08 -0.32
C -0.91067 -4.86577 -0.79266 -0.09 -0.15 0.11 -0.97
H -3.44636 -5.41211 1.41599 -0.01 -0.03 -0.01 0.49
H -3.10114 -3.02082 1.81890 0.06 -0.02 -0.02 0.53
H -1.97768 -0.80509 1.12715 0.24 0.15 0.44 0.08
H -0.79809 -0.96780 -0.26711 -0.11 0.08 0.05 1.03
H 0.01030 -2.99125 -1.17018 0.00 0.03 -0.01 0.36
H -0.34063 -5.39493 -1.54294 0.00 -0.02 0.00 0.46
```
Forces are in eV/Å.

E_LUMO (spin up / spin down) ... -0.367 / -0.367 Eh
Charge ... +3
DFT total energy ... -4500.5418 Ha
HOMO energy (spin up / spin down) ... -13.875 / -13.875 eV



Record 2
Molecular formula: C32H34Cl8N6OSeTa
Method: DFT, ωB97M-V with the def2-TZVPD basis set

XYZ file:
```
83
Properties=species:S:1:pos:R:3:forces:R:3:mulliken_charge:R:1
Ta -0.07094 0.50033 -0.40295 0.33 -0.16 -0.58 0.85
Cl -5.28679 -3.80085 -3.00156 0.03 0.02 0.01 -0.12
C -3.92585 -2.81531 -2.69355 -0.03 -0.01 0.04 0.31
C -3.67068 -2.41168 -1.37656 0.05 0.02 -0.12 -0.95
C -2.56984 -1.61788 -1.18796 -0.01 -0.03 -0.09 1.17
Cl -2.12996 -1.01998 0.41934 0.05 -0.03 0.04 -0.14
C -1.72384 -1.22367 -2.21954 -0.16 -0.12 -0.03 -0.43
O -0.66229 -0.44415 -1.88617 0.08 0.27 0.24 -0.17
C -1.98910 -1.63637 -3.52116 -0.09 -0.07 0.18 0.32
Cl -0.95916 -1.15246 -4.79158 0.03 0.02 -0.03 -0.13
C -3.10273 -2.43596 -3.74798 0.05 0.04 0.03 -0.57
H -4.31487 -2.72018 -0.56618 -0.01 0.00 0.02 0.53
H -3.32549 -2.76773 -4.75246 -0.01 0.00 -0.01 0.50
Cl 2.44150 2.96794 -1.89672 -0.04 0.12 -0.01 -0.18
C 2.93625 1.42348 -1.34414 0.06 -0.01 -0.14 1.02
C 1.98482 0.55992 -0.79127 -0.11 -0.11 0.11 -0.92
C 2.44749 -0.69424 -0.38695 0.03 -0.16 0.17 1.24
Cl 1.20713 -1.73042 0.35549 0.08 0.26 0.03 -0.11
C 3.74259 -1.15009 -0.49407 -0.02 0.16 -0.08 -0.51
Cl 4.18726 -2.70339 0.02935 -0.01 0.00 0.00 -0.13
C 4.67092 -0.25230 -1.06191 -0.06 -0.06 0.03 0.75
Cl 6.27759 -0.73762 -1.23797 -0.03 0.02 0.00 -0.08
C 4.26721 1.03387 -1.47989 0.02 -0.03 0.00 -0.24
Cl 5.41453 2.09160 -2.15937 -0.05 -0.01 0.02 -0.10
C 1.09253 4.86746 3.96669 -0.04 -0.01 -0.01 -1.09
C 0.64847 3.95756 5.10733 0.11 0.07 0.08 0.86
C -0.84802 4.05566 5.36605 -0.02 0.00 -0.04 -1.20
C 1.10562 2.51724 4.89186 0.01 -0.04 -0.03 -1.26
N 0.56165 1.94441 3.63799 -0.05 0.15 -0.22 0.71
C 1.03109 1.99443 2.40383 0.19 -0.24 0.01 -0.37
N 0.18966 1.31123 1.63240 -0.19 -0.14 0.07 0.13
N -0.80600 0.86863 2.44862 -0.35 0.17 0.04 0.08
N -0.59974 1.26620 3.63063 0.07 -0.29 0.16 -0.84
H 0.88915 5.90722 4.21652 0.00 0.02 0.01 0.44
H 0.53430 4.65352 3.04766 -0.01 0.00 -0.03 -0.05
H 2.16170 4.78442 3.76195 0.03 0.00 0.00 0.38
H 1.18132 4.26666 6.01167 -0.03 -0.01 0.00 0.35
H -1.42515 3.76528 4.48347 -0.02 0.00 -0.03 -0.01
H -1.11711 5.08343 5.60397 -0.02 0.02 0.01 0.45
H -1.15967 3.42498 6.19763 0.00 -0.01 0.03 0.41
H 0.76507 1.84478 5.67772 -0.01 0.06 0.01 0.39
H 2.18984 2.44269 4.81416 -0.01 0.01 -0.02 0.44
H 1.95579 2.45718 2.10309 0.02 0.05 -0.03 0.58
C -5.01458 1.46642 -1.55248 0.00 -0.07 0.00 -1.17
C -5.08777 2.81842 -0.85834 -0.01 0.11 -0.03 0.04
C -5.04172 2.71443 0.66293 -0.05 -0.06 0.05 -0.77
C -3.66412 2.36251 1.21264 0.01 -0.05 0.07 -0.64
N -2.71430 3.46943 1.04122 0.22 0.03 0.01 1.47
C -1.74865 3.62684 0.12296 -0.24 0.02 -0.05 -0.92
Se -1.42069 2.38759 -1.30342 0.14 0.16 0.31 -0.33
N -1.20619 4.84397 0.22916 0.02 -0.11 -0.06 1.19
C -0.23071 5.45266 -0.69599 0.06 0.02 0.06 -0.92
C -0.83745 5.77888 -2.05494 0.03 0.00 -0.04 -0.31
C -1.98411 6.78619 -2.00948 -0.05 -0.04 0.01 -0.25
C -1.53856 8.19981 -1.65989 -0.01 0.04 0.01 -1.27
C -1.83350 5.50951 1.27852 -0.06 -0.01 0.05 0.42
C -1.65443 6.78883 1.80554 -0.01 -0.04 0.03 -0.88
C -2.47553 7.13814 2.85469 0.02 0.01 -0.02 -1.02
C -3.44168 6.25479 3.37159 -0.02 -0.04 -0.01 -1.04
C -3.61850 4.99010 2.85561 0.03 0.04 0.00 -0.97
C -2.78630 4.63641 1.79355 0.01 0.09 -0.04 0.93
H -5.06842 1.57191 -2.63479 0.01 0.01 -0.03 0.41
H -5.84324 0.82933 -1.24133 -0.03 -0.01 0.00 0.40
H -4.08583 0.93407 -1.32135 0.02 -0.02 0.00 0.06
H -6.00984 3.32369 -1.14754 -0.02 -0.04 0.02 0.43
H -4.28558 3.47770 -1.21500 0.00 0.01 0.00 -0.13
H -5.72801 1.93399 1.00285 -0.01 0.01 -0.02 0.56
H -5.38660 3.64067 1.12684 0.03 0.01 -0.03 0.39
H -3.24367 1.48796 0.72177 -0.03 -0.01 -0.04 -0.30
H -3.70075 2.14954 2.28239 -0.01 0.00 -0.03 0.53
H 0.61248 4.76870 -0.77581 0.02 -0.03 -0.05 -0.30
H 0.12832 6.35315 -0.20075 0.01 -0.02 -0.02 0.59
H -1.16007 4.85514 -2.54399 -0.01 0.02 0.01 0.21
H -0.02590 6.17047 -2.67379 0.00 0.02 0.00 0.60
H -2.75339 6.44550 -1.30602 -0.01 0.01 0.00 0.07
H -2.46892 6.79157 -2.98622 0.04 0.01 -0.02 0.51
H -1.18117 8.28734 -0.63301 0.03 0.00 0.00 0.22
H -2.36241 8.90218 -1.76715 -0.03 0.01 0.01 0.40
H -0.73682 8.53197 -2.31969 0.01 0.01 -0.03 0.35
H -0.92690 7.48219 1.41197 0.03 0.01 0.01 0.56
H -2.38805 8.12515 3.28729 0.01 0.01 0.00 0.51
H -4.06846 6.58623 4.18765 -0.01 0.00 0.01 0.51
H -4.37475 4.32385 3.24501 0.00 -0.02 0.03 0.56
```
Forces are in eV/Å.

E_LUMO ... -0.381 Eh
Charge ... +3
DFT total energy ... -7782.6787 Ha
HOMO energy ... -16.451 eV



> Number 1 is which compound?

C32H34Cl4N7O2OsS2



> Number 1 is which compound?

C32H34Cl4N7O2OsS2